{
  "formula": "C5H18O6",
  "method": "the ωB97M-V functional and the def2-TZVPD basis",
  "e_above_lowest_kcal_mol": 16.15,
  "smiles": "O=CCCCCO.O.O.O.O",
  "charge": 0,
  "homo_lumo_gap_ev": 10.37,
  "e_tot_ev": -17761.417,
  "homo_ev": -9.8,
  "species": ["C", "H", "O", "C", "H", "O", "C", "O", "H", "H", "H", "H", "H", "H", "O", "H", "C", "H", "H", "H", "H", "H", "O", "H", "H", "O", "C", "H", "H"],
  "coordinates": [[1.3382, -1.3714, 0.5253], [1.2993, 2.0202, -0.9971], [-1.9034, 0.4690, 1.2728], [0.8340, -1.9639, -0.7859], [2.5709, 1.6108, -1.5251], [-0.2345, 2.5683, 2.5420], [-1.4248, -0.1560, 0.3446], [0.7904, 3.1989, 0.0747], [0.7905, -0.4705, 0.7840], [-0.0113, 1.0105, -2.4309], [1.8448, -2.5012, 2.0847], [1.1378, -1.3622, -1.6468], [-0.7961, -3.3341, -0.7745], [0.9172, 3.1657, 1.0383], [1.6561, 1.3426, -1.6397], [-2.6500, -1.8755, -0.1212], [-1.6342, -1.6384, 0.2017], [-0.2382, 1.9586, 3.2837], [1.3952, -2.8898, -0.9481], [-1.0289, 0.3370, -0.5580], [-0.4167, 0.1636, -3.7053], [-0.8454, 1.9982, 2.0227], [-0.7549, 0.6315, -2.9453], [-1.3956, -2.1821, 1.1070], [0.2181, 3.9482, -0.1360], [1.0540, -2.3307, 1.5709], [-0.6989, -2.2537, -0.8681], [-1.0836, -2.0985, -1.8816], [2.4224, -1.2807, 0.4888]],
  "forces_ev_per_angstrom": [[-0.4, -1.5, 0.0], [-0.4, -0.6, -0.5], [0.9, 0.1, -0.1], [-0.1, 0.1, -0.5], [0.5, -0.4, -0.6], [-0.7, -1.1, -0.2], [-2.1, -0.2, -0.1], [0.1, 0.3, 0.0], [0.5, 0.5, 0.0], [-0.1, -0.5, -0.9], [0.0, 0.1, 0.0], [-0.1, 0.5, 0.3], [-0.1, -0.1, 0.3], [-0.5, 0.0, -0.1], [0.0, 1.0, 1.1], [-0.1, 0.4, 0.3], [1.6, -0.6, -1.0], [0.6, 0.3, 0.8], [-0.2, -0.1, 0.2], [0.4, 0.2, 0.3], [0.5, 0.0, -0.1], [0.1, 0.7, -0.6], [-0.4, 0.4, 0.8], [-0.3, 0.3, 0.6], [0.2, -0.2, 0.2], [-0.2, 0.0, 0.0], [0.2, -0.8, -0.2], [0.2, 0.5, 0.1], [-0.1, 0.7, -0.2]]
}